1.
DFT (ωB97M-V/def2-TZVPD) results for a structure of composition C48H45BrN6O3Se2SiTi.

Geometry (Å):
Ti 0.899 1.267 0.402
C -2.002 -1.131 5.263
Se -0.203 -0.594 4.771
C -0.608 1.233 4.228
C -1.686 1.377 3.169
Se -1.354 0.194 1.651
C -2.860 0.745 0.559
H -1.916 -2.101 5.747
H -2.637 -1.229 4.385
H -2.421 -0.418 5.969
H 0.340 1.640 3.876
H -0.896 1.813 5.105
H -1.735 2.404 2.802
H -2.668 1.094 3.545
H -3.756 0.600 1.160
H -2.897 0.075 -0.296
H -2.776 1.779 0.242
C -0.071 -12.412 -1.527
O -0.670 -11.391 -2.319
C -0.462 -10.112 -1.977
C 0.308 -9.697 -0.890
C 0.454 -8.346 -0.633
C -0.154 -7.390 -1.442
C -0.924 -7.820 -2.529
C -1.079 -9.158 -2.796
C 0.033 -5.981 -1.133
N 0.709 -5.503 -0.104
C 0.627 -4.152 -0.213
C -0.112 -3.782 -1.320
N -0.486 -4.968 -1.900
C -0.368 -2.428 -1.656
C -1.132 -1.972 -2.744
C -1.301 -0.625 -2.942
C -0.702 0.272 -2.061
N 0.026 -0.130 -1.028
C 0.204 -1.455 -0.806
C 0.988 -1.823 0.343
N 1.489 -0.807 1.106
C 2.176 -1.135 2.191
C 2.414 -2.457 2.577
C 1.930 -3.482 1.812
C 1.191 -3.169 0.658
H -0.370 -13.351 -1.980
H -0.434 -12.371 -0.498
H 1.017 -12.329 -1.543
H 0.792 -10.416 -0.246
H 1.051 -8.019 0.207
H -1.420 -7.113 -3.184
H -1.671 -9.502 -3.632
H -1.020 -5.096 -2.741
H -1.588 -2.680 -3.424
H -1.884 -0.248 -3.770
H -0.819 1.341 -2.195
H 2.565 -0.319 2.782
H 2.981 -2.642 3.479
H 2.091 -4.520 2.067
N 5.180 -0.663 -2.627
C 4.387 -0.088 -3.571
O 4.371 -0.399 -4.738
C 3.423 0.961 -3.074
C 3.077 2.014 -3.920
C 2.150 2.942 -3.486
C 1.557 2.773 -2.246
N 1.863 1.745 -1.449
C 2.795 0.863 -1.854
H 5.879 -1.306 -2.972
H 5.411 -0.160 -1.786
H 3.538 2.077 -4.897
H 1.870 3.792 -4.093
H 0.833 3.482 -1.875
H 3.019 0.046 -1.177
O 0.082 2.784 0.539
Si -0.585 4.375 0.706
C -2.300 4.202 0.002
C -3.440 4.223 0.810
C -4.700 3.974 0.280
C -4.842 3.687 -1.070
C -3.721 3.647 -1.890
C -2.467 3.899 -1.356
C 0.537 5.435 -0.323
C 0.078 6.243 -1.367
C 0.968 6.997 -2.125
C 2.325 6.956 -1.843
C 2.796 6.177 -0.792
C 1.908 5.432 -0.035
C -0.541 4.818 2.502
C 0.354 4.221 3.392
C 0.435 4.639 4.713
C -0.375 5.671 5.162
C -1.253 6.296 4.286
C -1.329 5.878 2.967
H -3.351 4.433 1.869
H -5.572 4.011 0.919
H -5.823 3.499 -1.485
H -3.830 3.430 -2.945
H -1.603 3.864 -2.014
H -0.980 6.306 -1.583
H 0.598 7.628 -2.923
H 3.016 7.550 -2.427
H 3.853 6.165 -0.557
H 2.289 4.831 0.786
H 1.019 3.438 3.048
H 1.139 4.169 5.388
H -0.312 6.001 6.191
H -1.870 7.115 4.630
H -2.006 6.393 2.294
Br 2.948 1.971 1.446

Calculated values
LUMO energy: -0.2354 hartree
HOMO-LUMO gap: 5.391 eV
ΔE to the lowest compared entry with this formula, charge and spin: 14.01 kcal per mole
highest occupied orbital energy: -11.8 eV
charge: +2
multiplicity: 1

***

2.
DFT (ωB97M-V/def2-TZVPD) results for a structure of composition C48H45FN6O7Sr.

Geometry (Å):
Sr 0.045 0.558 0.752
C 0.444 1.253 -6.809
C 0.952 1.380 -5.405
C 1.475 2.518 -4.905
C 1.880 2.644 -3.527
C 2.344 3.874 -3.132
N 2.554 4.363 -1.898
C 1.736 4.041 -0.728
C 2.517 4.128 0.571
C 3.471 2.961 0.732
N 4.041 2.968 2.084
C 4.571 1.970 2.747
C 4.456 0.582 2.532
C 5.513 -0.218 3.046
C 5.535 -1.573 2.905
C 6.672 -2.420 3.395
C 4.399 -2.164 2.302
C 3.304 -1.469 1.853
C 2.178 -2.302 1.394
N 1.034 -1.939 0.983
C 0.071 -3.003 0.696
C -0.434 -2.929 -0.741
C 0.659 -3.111 -1.803
N 0.697 -2.023 -2.780
C 1.202 -0.930 -2.386
C 1.289 0.259 -3.246
C 0.858 0.246 -4.527
C 1.863 1.470 -2.655
O 2.333 1.475 -1.509
C 3.280 -0.020 1.953
O 2.289 0.664 1.605
H 0.749 2.101 -7.423
H -0.648 1.204 -6.831
H 0.815 0.343 -7.286
H 1.556 3.397 -5.537
H 2.584 4.579 -3.926
H 2.935 5.296 -1.886
H 1.337 3.037 -0.848
H 0.893 4.739 -0.709
H 1.792 4.094 1.390
H 3.040 5.091 0.642
H 4.303 2.981 0.026
H 2.940 2.029 0.584
H 4.173 3.881 2.496
H 5.183 2.287 3.589
H 6.344 0.280 3.535
H 7.470 -1.798 3.799
H 7.102 -3.028 2.596
H 6.353 -3.104 4.185
H 4.372 -3.247 2.218
H 2.394 -3.375 1.488
H -0.770 -2.879 1.384
H 0.524 -3.983 0.896
H -0.946 -1.976 -0.897
H -1.205 -3.695 -0.850
H 0.489 -4.034 -2.357
H 1.640 -3.212 -1.321
H 1.616 -0.799 -1.380
H 0.435 -0.676 -4.913
C -4.904 6.144 -1.283
C -3.494 6.714 -1.344
C -3.373 8.113 -0.757
C -3.677 8.098 0.733
C -2.871 7.037 1.435
C -2.628 7.106 2.788
C -1.885 6.114 3.421
F -1.694 6.232 4.751
C -1.356 5.052 2.748
C -1.575 4.965 1.366
C -1.011 3.809 0.637
O -0.381 2.956 1.291
C -1.275 3.775 -0.776
C -2.028 4.779 -1.313
N -2.554 5.819 -0.647
C -2.337 5.944 0.719
C -0.767 2.739 -1.774
O -0.914 2.987 -2.972
O -0.236 1.703 -1.269
H -5.605 6.817 -1.778
H -5.234 6.001 -0.253
H -4.948 5.175 -1.781
H -3.161 6.736 -2.383
H -4.053 8.783 -1.285
H -2.357 8.479 -0.926
H -4.742 7.917 0.899
H -3.461 9.070 1.180
H -3.012 7.931 3.376
H -0.789 4.275 3.241
H -2.223 4.740 -2.379
O -2.429 -1.611 3.032
C -2.072 -0.555 2.514
O -1.073 0.177 2.776
C -2.973 -0.073 1.363
C -4.305 0.314 1.680
C -5.130 0.696 0.673
C -4.657 0.683 -0.667
C -5.455 1.062 -1.770
C -4.941 1.042 -3.036
C -3.605 0.643 -3.253
C -2.813 0.263 -2.206
C -3.329 0.276 -0.891
N -2.499 -0.086 0.141
H -4.623 0.285 2.713
H -6.149 1.008 0.869
H -6.480 1.368 -1.591
H -5.554 1.336 -3.878
H -3.194 0.654 -4.254
H -1.776 -0.010 -2.352

Calculated values
LUMO energy: -0.0185 hartree
HOMO-LUMO gap: 6.547 eV
ΔE to the lowest compared entry with this formula, charge and spin: 44.80 kcal per mole
highest occupied orbital energy: -7.1 eV
multiplicity: 1

***

- Which of these has the highest LUMO energy?
  C48H45FN6O7Sr